{"formula": "C14H56N18O14", "method": "ωB97M-V/def2-TZVPD", "elements": ["C", "O", "H", "H", "H", "H", "C", "O", "H", "H", "H", "H", "C", "O", "H", "H", "H", "H", "C", "O", "H", "H", "H", "H", "C", "O", "H", "H", "H", "H", "C", "O", "N", "N", "H", "H", "H", "H", "C", "O", "N", "N", "H", "H", "H", "H", "C", "O", "N", "N", "H", "H", "H", "H", "C", "O", "N", "N", "H", "H", "H", "H", "C", "O", "N", "N", "H", "H", "H", "H", "C", "O", "N", "N", "H", "H", "H", "H", "C", "O", "N", "N", "H", "H", "H", "H", "C", "O", "N", "N", "H", "H", "H", "H", "C", "O", "N", "N", "H", "H", "H", "H"], "coordinates": [[-8.929, -14.033, -14.114], [-10.159, -13.803, -13.445], [-8.660, -13.118, -14.637], [-8.200, -14.421, -13.399], [-8.972, -14.933, -14.750], [-10.837, -13.645, -14.113], [-5.640, -14.959, -10.762], [-5.873, -15.697, -11.943], [-6.164, -15.374, -9.898], [-4.577, -14.912, -10.496], [-5.940, -13.922, -10.912], [-5.955, -16.634, -11.700], [-11.249, -17.993, -18.642], [-11.561, -17.467, -17.352], [-11.139, -17.156, -19.338], [-10.311, -18.551, -18.664], [-12.029, -18.698, -18.939], [-12.304, -16.862, -17.397], [-11.858, -21.438, -18.204], [-11.397, -21.414, -19.571], [-12.944, -21.385, -18.218], [-11.534, -22.366, -17.730], [-11.346, -20.647, -17.659], [-12.177, -21.239, -20.100], [-7.020, -19.607, -11.297], [-6.295, -18.463, -11.774], [-6.415, -20.197, -10.606], [-7.912, -19.235, -10.806], [-7.240, -20.277, -12.133], [-5.351, -18.656, -11.791], [-13.931, -16.687, -12.619], [-13.996, -16.635, -13.868], [-15.008, -16.899, -11.818], [-12.765, -16.320, -12.003], [-14.802, -17.059, -10.848], [-15.816, -17.292, -12.265], [-12.590, -16.559, -11.043], [-11.964, -16.217, -12.605], [-6.899, -17.754, -19.264], [-7.718, -18.377, -19.931], [-5.603, -17.500, -19.666], [-7.205, -17.224, -18.029], [-5.296, -17.807, -20.567], [-5.046, -16.892, -19.101], [-6.521, -16.786, -17.445], [-8.128, -17.436, -17.693], [-9.265, -17.757, -14.538], [-10.124, -17.120, -13.869], [-7.962, -17.882, -14.144], [-9.585, -18.391, -15.694], [-7.448, -18.660, -14.525], [-7.751, -17.546, -13.217], [-10.483, -18.282, -16.160], [-8.827, -18.935, -16.084], [-12.692, -14.107, -16.154], [-12.046, -13.429, -16.954], [-14.028, -13.908, -15.887], [-12.133, -15.096, -15.378], [-14.494, -13.193, -16.414], [-14.520, -14.626, -15.383], [-11.133, -15.131, -15.451], [-12.663, -15.701, -14.766], [-4.698, -15.072, -15.648], [-3.612, -15.628, -15.358], [-5.822, -15.396, -14.959], [-4.854, -14.215, -16.712], [-6.701, -15.064, -15.319], [-5.865, -16.210, -14.376], [-5.732, -14.147, -17.187], [-3.993, -13.884, -17.105], [-11.613, -21.016, -14.065], [-10.748, -21.326, -14.891], [-12.079, -19.731, -13.952], [-12.266, -21.966, -13.321], [-13.030, -19.619, -13.662], [-11.499, -19.003, -14.334], [-13.002, -21.807, -12.667], [-11.935, -22.894, -13.517], [-7.413, -21.160, -16.589], [-7.396, -20.488, -15.546], [-6.417, -21.270, -17.523], [-8.540, -21.890, -16.891], [-6.507, -21.886, -18.299], [-5.530, -20.822, -17.306], [-9.308, -21.879, -16.239], [-8.567, -22.334, -17.785], [-3.739, -19.007, -16.534], [-3.814, -20.212, -16.785], [-3.173, -18.069, -17.365], [-4.430, -18.412, -15.501], [-2.957, -17.135, -17.051], [-2.860, -18.286, -18.291], [-4.274, -17.439, -15.282], [-5.045, -19.007, -14.973], [-9.768, -17.024, -10.270], [-9.712, -17.239, -9.053], [-9.240, -15.866, -10.791], [-10.325, -17.843, -11.208], [-9.490, -15.546, -11.711], [-8.815, -15.292, -10.086], [-10.577, -18.802, -11.051], [-10.116, -17.671, -12.204]], "orbital_gap_ev": 9.8, "e_homo_ev": -9.54, "charge": 0, "energy_ev": -70922.062, "e_above_lowest_kcal_mol": 0.0}


{"formula": "C14H56N28O14", "method": "ωB97M-V/def2-TZVPD", "elements": ["C", "O", "N", "N", "H", "H", "H", "H", "C", "O", "N", "N", "H", "H", "H", "H", "C", "O", "N", "N", "H", "H", "H", "H", "C", "O", "N", "N", "H", "H", "H", "H", "C", "O", "N", "N", "H", "H", "H", "H", "C", "O", "N", "N", "H", "H", "H", "H", "C", "O", "N", "N", "H", "H", "H", "H", "C", "O", "N", "N", "H", "H", "H", "H", "C", "O", "N", "N", "H", "H", "H", "H", "C", "O", "N", "N", "H", "H", "H", "H", "C", "O", "N", "N", "H", "H", "H", "H", "C", "O", "N", "N", "H", "H", "H", "H", "C", "O", "N", "N", "H", "H", "H", "H", "C", "O", "N", "N", "H", "H", "H", "H"], "coordinates": [[-2.934, -1.531, -6.335], [-2.616, -0.355, -6.026], [-4.110, -1.952, -6.427], [-2.063, -2.424, -6.678], [-4.968, -1.433, -6.303], [-4.182, -2.956, -6.504], [-1.109, -2.159, -6.881], [-2.321, -3.397, -6.755], [7.043, 1.809, -0.655], [7.166, 1.831, -1.821], [5.939, 1.927, -0.183], [8.117, 1.691, 0.109], [5.294, 2.508, -0.699], [5.953, 1.722, 0.806], [8.029, 1.729, 1.115], [9.071, 1.771, -0.213], [-1.133, -5.372, 5.582], [-2.300, -5.248, 5.641], [-0.418, -6.226, 6.299], [-0.341, -4.630, 4.881], [-1.007, -6.986, 6.607], [0.571, -6.419, 6.227], [-0.694, -3.894, 4.286], [0.658, -4.730, 4.993], [-7.930, -2.440, 1.981], [-8.022, -1.507, 1.175], [-6.784, -2.784, 2.460], [-8.826, -3.310, 2.306], [-6.731, -3.416, 3.246], [-5.984, -2.217, 2.218], [-9.660, -3.307, 1.737], [-8.690, -4.068, 2.958], [4.424, 1.861, 6.052], [4.295, 1.581, 4.893], [3.600, 1.641, 6.951], [5.437, 2.451, 6.595], [3.875, 1.989, 7.859], [2.725, 1.200, 6.706], [5.468, 2.670, 7.580], [6.117, 2.856, 5.968], [5.180, -4.866, 3.322], [4.386, -5.257, 4.160], [5.189, -3.643, 2.855], [6.109, -5.554, 2.744], [4.716, -2.809, 3.176], [5.997, -3.547, 2.258], [6.356, -6.383, 3.265], [6.724, -5.078, 2.100], [-4.334, 5.425, -4.857], [-4.718, 6.446, -4.283], [-4.302, 5.264, -6.150], [-4.062, 4.340, -4.254], [-3.849, 4.414, -6.455], [-4.478, 6.046, -6.764], [-3.807, 3.468, -4.695], [-4.177, 4.527, -3.268], [0.453, -7.707, -1.520], [-0.394, -8.486, -1.256], [0.576, -6.506, -1.005], [1.412, -8.106, -2.321], [-0.265, -6.019, -0.731], [1.339, -5.936, -1.343], [2.221, -7.513, -2.433], [1.374, -9.115, -2.368], [-0.337, -0.482, -0.024], [-1.029, -0.793, 0.921], [-0.839, 0.022, -1.061], [0.907, -0.881, -0.110], [-0.242, 0.337, -1.812], [-1.839, 0.158, -1.101], [1.432, -0.387, -0.817], [1.349, -0.990, 0.791], [0.601, 6.137, 0.923], [0.089, 6.538, 2.009], [1.833, 6.360, 0.507], [-0.109, 5.306, 0.190], [2.599, 6.800, 0.997], [2.086, 5.912, -0.363], [0.343, 4.897, -0.615], [-0.712, 4.700, 0.727], [3.720, -3.667, -4.824], [4.289, -4.354, -4.000], [2.991, -4.242, -5.740], [3.604, -2.396, -5.072], [2.930, -3.736, -6.612], [2.808, -5.228, -5.619], [4.191, -1.823, -4.483], [3.277, -2.187, -6.005], [1.530, 4.271, -5.043], [1.773, 3.767, -4.002], [2.055, 5.408, -5.393], [0.787, 3.851, -5.980], [1.705, 5.920, -6.190], [2.646, 5.826, -4.688], [0.521, 2.881, -5.888], [0.681, 4.420, -6.808], [-2.149, 2.146, 5.408], [-2.620, 3.052, 6.027], [-1.213, 2.409, 4.569], [-2.611, 0.893, 5.344], [-0.899, 1.690, 3.932], [-0.990, 3.392, 4.506], [-2.274, 0.238, 4.653], [-3.422, 0.685, 5.908], [-5.693, 4.813, 1.421], [-5.032, 4.001, 0.845], [-6.060, 5.979, 0.899], [-6.175, 4.601, 2.573], [-5.714, 6.162, -0.032], [-6.682, 6.666, 1.300], [-5.866, 3.755, 3.030], [-6.841, 5.296, 2.878]], "orbital_gap_ev": 8.9, "e_homo_ev": -9.21, "charge": 0, "energy_ev": -85817.599, "e_above_lowest_kcal_mol": 343.8}